Molecular formula: C2NO2S2
Method: DFT, ωB97M-V/def2-TZVPD

DFT total energy   -1077.81873 Ha
Energy above the lowest of the compared OMol25 structures with the same formula, charge and spin   3.208 eV
Charge   -1
Highest occupied orbital energy   -2.237 eV
HOMO-LUMO gap   5.11 eV
2S+1   1
Molecular weight   134.2 g/mol

Geometry as XYZ:
```
7
Properties=species:S:1:pos:R:3:forces:R:3
C 0.158 -1.678 1.582 1.487 -1.291 0.983
C 0.344 1.304 -0.485 3.116 0.603 1.010
N 1.291 1.312 0.236 -1.623 0.039 -0.815
O 0.941 -1.398 2.425 -2.455 -0.139 -2.353
O -1.039 1.794 -2.709 -0.021 6.163 -9.045
S -0.773 -2.422 0.493 1.021 1.521 1.358
S -0.922 1.089 -1.542 -1.525 -6.897 8.862
```
Forces are in eV/Å.

***

Molecular formula: C2O
Method: DFT, ωB97M-V/def2-TZVPD

DFT total energy   -151.12542 Ha
Energy above the lowest of the compared OMol25 structures with the same formula, charge and spin   2.646 eV
Highest occupied orbital energy   -8.535 eV
HOMO-LUMO gap   7.19 eV
2S+1   1
Molecular weight   40.0 g/mol

Geometry as XYZ:
```
3
Properties=species:S:1:pos:R:3:forces:R:3
C -0.871 0.950 -0.475 3.079 -3.358 1.679
C 0.867 -0.946 0.473 -3.342 3.645 -1.823
O 0.004 -0.004 0.002 0.263 -0.288 0.144
```
Forces are in eV/Å.

***

Molecular formula: C2O3Ru
Method: DFT, ωB97M-V/def2-TZVPD

DFT total energy   -395.75085 Ha
Charge   +2
Highest occupied orbital energy (spin up / spin down)   -21.024 / -23.611 eV
HOMO-LUMO gap (spin up / spin down)   9.18 / 7.75 eV
2S+1   7
Molecular weight   173.1 g/mol

Geometry as XYZ:
```
6
Properties=species:S:1:pos:R:3:forces:R:3
O -1.353 -1.156 -0.835 0.876 0.466 1.154
C -2.061 -1.533 -1.639 -1.729 -0.873 -1.935
O 0.439 1.133 1.514 -1.131 -0.528 1.055
C 1.315 1.423 0.670 1.870 2.118 -0.687
O 1.624 0.715 -0.295 -0.668 -1.003 0.187
Ru 0.036 -0.582 0.584 0.781 -0.181 0.225
```
Forces are in eV/Å.

***

Molecular formula: C30H103IO23Si2
Method: DFT, ωB97M-V/def2-TZVPD

DFT total energy   -3811.84137 Ha
Energy above the lowest of the compared OMol25 structures with the same formula, charge and spin   0.000 eV
Highest occupied orbital energy   -8.943 eV
HOMO-LUMO gap   9.13 eV
2S+1   1
Molecular weight   1015.2 g/mol

Geometry as XYZ:
```
159
Properties=species:S:1:pos:R:3:forces:R:3
C 3.302 0.422 4.824 -0.382 0.289 -0.176
C 2.157 0.528 3.789 0.975 -0.287 -0.168
C 2.655 0.032 2.428 -0.423 -0.026 0.133
O 1.588 -0.529 1.649 0.505 0.625 -0.590
Si 1.513 -0.079 0.050 -1.356 -0.611 -0.107
C -0.270 0.155 -0.456 0.894 -0.216 -0.178
O 2.248 -1.175 -0.995 0.752 1.133 0.204
Si 3.710 -0.704 -1.682 -0.516 -0.457 0.220
I 4.142 -2.408 -3.438 -0.157 0.182 0.186
C 3.581 0.973 -2.526 0.552 0.014 -0.353
C 4.613 2.051 -2.146 -0.571 0.213 0.204
C 4.575 2.452 -0.668 0.452 0.210 -0.061
C 3.684 3.641 -0.388 0.108 -0.145 0.423
O 3.838 4.002 0.985 -0.094 0.063 0.061
C 5.005 -0.905 -0.334 0.406 -0.118 -0.425
C 6.455 -0.541 -0.682 0.351 -0.580 0.372
C 7.406 -1.522 0.011 -0.652 0.300 -0.016
O 6.678 -0.609 -2.095 -0.146 0.402 -0.027
H 4.233 0.131 4.349 0.110 -0.100 -0.050
H 3.482 1.387 5.291 -0.044 -0.002 0.284
H 3.074 -0.323 5.580 0.078 -0.009 0.162
H 1.897 1.579 3.696 -0.470 -0.055 -0.094
H 1.296 -0.072 4.064 -0.179 0.075 0.119
H 3.428 -0.723 2.557 0.026 -0.155 0.095
H 3.086 0.896 1.912 0.212 -0.055 -0.117
H 2.201 1.218 -0.115 0.201 -0.061 0.229
H -0.338 1.115 -0.969 -0.109 0.159 0.067
H -0.945 0.144 0.393 -0.146 0.001 -0.044
H -0.530 -0.601 -1.195 -0.248 -0.174 0.104
H 3.681 0.788 -3.597 -0.063 -0.094 -0.090
H 2.589 1.403 -2.401 -0.209 -0.178 0.138
H 4.354 2.935 -2.734 0.114 0.116 -0.079
H 5.623 1.800 -2.452 0.054 -0.333 -0.014
H 4.239 1.648 -0.021 0.052 -0.182 -0.025
H 5.583 2.704 -0.334 0.049 0.132 0.079
H 2.643 3.365 -0.561 -0.095 0.144 -0.315
H 3.979 4.487 -1.011 -0.156 0.048 -0.173
H 2.965 4.169 1.353 -0.005 -0.091 0.138
H 4.735 -0.390 0.587 -0.230 0.099 0.013
H 4.978 -1.969 -0.086 -0.158 -0.137 -0.034
H 6.681 0.461 -0.316 -0.135 0.202 -0.105
H 7.275 -2.502 -0.441 0.113 -0.100 -0.148
H 7.096 -1.611 1.051 0.325 0.029 0.184
H 8.441 -1.206 -0.070 0.156 -0.044 0.060
H 7.231 0.140 -2.337 0.017 -0.155 -0.112
C -4.136 1.106 1.468 0.091 -0.284 0.045
O -3.126 0.189 1.062 -0.182 -0.070 -0.067
H -4.339 1.772 0.633 0.005 0.059 0.065
H -5.057 0.578 1.729 -0.094 0.050 0.007
H -3.800 1.702 2.317 -0.057 0.066 -0.108
H -2.939 -0.404 1.802 0.163 -0.071 -0.140
C -3.441 -2.027 -2.514 -0.019 0.112 0.450
O -2.560 -2.359 -1.438 -0.050 -0.163 -0.056
H -3.224 -2.684 -3.348 0.078 -0.009 -0.012
H -4.482 -2.162 -2.210 -0.027 0.057 -0.094
H -3.282 -0.993 -2.828 -0.078 -0.022 -0.135
H -2.762 -1.762 -0.708 0.086 0.049 0.023
C 1.616 4.074 4.683 0.073 0.100 -0.076
O 1.778 4.523 3.340 0.041 0.072 0.003
H 0.855 3.297 4.679 -0.008 0.015 -0.018
H 2.547 3.655 5.072 -0.043 -0.038 0.047
H 1.290 4.890 5.332 -0.017 -0.030 0.038
H 2.452 5.210 3.348 0.010 0.001 -0.031
C -3.522 0.550 5.653 -0.192 -0.080 0.066
O -4.363 0.106 4.581 0.324 -0.115 0.024
H -3.158 1.543 5.402 -0.027 -0.003 -0.118
H -4.090 0.594 6.582 0.061 0.027 0.038
H -2.668 -0.120 5.781 0.037 0.053 0.074
H -4.695 -0.767 4.824 -0.178 0.092 0.112
C -0.973 3.865 1.783 -0.291 0.129 0.008
O -2.328 3.608 1.436 0.168 0.040 -0.095
H -0.355 3.056 1.398 -0.067 -0.066 -0.032
H -0.636 4.808 1.343 0.157 -0.017 0.067
H -0.858 3.912 2.868 0.132 0.031 0.001
H -2.849 4.334 1.796 -0.140 -0.082 0.129
C -1.673 -5.836 0.022 -0.033 0.216 -0.177
O -1.894 -6.028 -1.368 0.023 -0.047 0.050
H -1.696 -6.806 0.514 -0.018 -0.066 -0.101
H -0.698 -5.374 0.199 -0.018 0.010 0.112
H -2.456 -5.204 0.450 0.061 0.009 0.111
H -1.874 -5.156 -1.778 -0.043 0.021 0.016
C 9.001 -5.326 1.223 -0.181 0.044 -0.070
O 7.898 -4.489 1.556 0.056 -0.079 0.041
H 9.814 -5.081 1.901 -0.007 0.026 0.024
H 8.746 -6.382 1.343 0.069 -0.018 0.000
H 9.333 -5.151 0.196 0.060 -0.031 0.014
H 7.179 -4.702 0.955 -0.021 0.042 0.009
C -4.610 3.678 -1.730 0.154 -0.144 0.233
O -3.602 2.746 -2.114 -0.169 0.103 -0.169
H -4.795 4.332 -2.579 0.010 0.044 -0.002
H -5.537 3.158 -1.471 -0.055 0.116 0.032
H -4.280 4.284 -0.884 -0.062 0.009 0.019
H -3.432 2.168 -1.364 0.124 -0.031 -0.004
C 5.672 -2.962 3.381 -0.132 0.018 0.135
O 4.708 -2.338 4.227 0.102 -0.086 -0.070
H 5.367 -2.756 2.357 0.015 -0.011 -0.022
H 6.673 -2.556 3.540 0.023 -0.039 -0.042
H 5.693 -4.043 3.531 0.066 -0.007 -0.057
H 4.945 -2.526 5.139 -0.020 0.020 0.005
C -2.353 -2.743 3.945 -0.017 0.133 -0.109
O -2.185 -1.467 3.336 -0.201 0.033 0.158
H -1.582 -3.401 3.555 0.017 0.002 -0.016
H -2.243 -2.675 5.032 0.000 -0.062 0.004
H -3.333 -3.169 3.707 0.023 -0.062 0.025
H -2.855 -0.886 3.729 0.065 0.094 -0.058
C -4.260 2.308 -5.744 -0.113 0.020 0.316
O -5.160 3.027 -4.905 -0.017 0.010 -0.125
H -4.587 2.439 -6.772 -0.018 0.025 -0.014
H -3.244 2.691 -5.645 0.053 -0.084 -0.061
H -4.269 1.242 -5.502 0.063 -0.017 -0.063
H -4.861 2.907 -3.998 0.101 -0.141 -0.024
C -6.581 -3.639 -3.632 -0.119 0.258 0.043
O -6.343 -2.385 -4.264 0.008 -0.180 -0.026
H -5.809 -4.333 -3.952 0.052 0.051 -0.030
H -6.535 -3.536 -2.544 0.010 -0.140 0.015
H -7.557 -4.044 -3.914 0.020 -0.066 0.020
H -7.028 -1.779 -3.969 0.043 0.074 -0.050
C -3.563 -1.350 8.864 -0.101 -0.170 -0.053
O -4.397 -1.792 7.795 0.082 0.069 -0.006
H -3.212 -0.352 8.617 -0.006 0.012 -0.025
H -4.120 -1.304 9.803 0.046 0.039 0.026
H -2.699 -2.007 8.987 0.031 0.047 0.036
H -4.707 -2.675 8.013 -0.041 0.001 -0.050
C -0.744 -3.317 -5.599 -0.249 0.064 -0.154
O -1.797 -2.399 -5.316 0.096 0.007 -0.012
H 0.082 -3.091 -4.929 -0.012 0.036 0.035
H -1.074 -4.345 -5.428 0.128 -0.041 -0.009
H -0.410 -3.207 -6.635 0.102 -0.087 0.027
H -2.528 -2.599 -5.907 -0.010 0.047 -0.001
C -6.815 4.299 2.947 0.109 -0.149 0.061
O -5.802 3.371 2.582 -0.076 0.138 0.044
H -6.984 4.950 2.093 0.020 0.001 -0.021
H -7.752 3.790 3.191 -0.029 0.058 0.005
H -6.504 4.912 3.798 -0.054 0.055 -0.012
H -5.645 2.789 3.332 0.034 -0.091 -0.066
C -3.279 4.101 -9.120 0.040 0.051 0.204
O -2.438 3.857 -7.999 0.005 0.053 -0.181
H -3.003 3.392 -9.897 0.024 -0.019 0.003
H -4.332 3.950 -8.864 -0.018 0.006 -0.070
H -3.145 5.115 -9.505 -0.042 -0.016 -0.063
H -2.683 4.481 -7.310 0.022 -0.051 0.053
C 0.361 -0.519 -8.032 -0.295 0.021 -0.101
O -0.233 -1.288 -9.076 0.107 -0.041 0.050
H 1.266 -1.031 -7.715 0.006 -0.041 -0.036
H 0.621 0.482 -8.386 0.060 0.010 0.082
H -0.321 -0.439 -7.181 0.107 0.044 0.081
H -1.032 -0.835 -9.354 -0.007 -0.017 -0.011
C 5.286 -6.843 -4.132 -0.048 0.205 -0.039
O 5.547 -5.607 -4.783 -0.022 -0.141 0.015
H 6.064 -7.541 -4.431 0.022 0.005 -0.017
H 5.314 -6.730 -3.044 -0.018 -0.073 0.011
H 4.316 -7.251 -4.427 0.010 -0.065 0.045
H 4.860 -4.988 -4.517 0.073 0.031 -0.010
C -3.297 5.292 5.186 0.124 0.124 -0.161
O -3.134 5.745 3.846 -0.011 -0.066 0.026
H -4.050 4.509 5.177 -0.032 -0.024 -0.045
H -2.363 4.881 5.580 -0.028 -0.040 0.057
H -3.636 6.103 5.836 -0.023 -0.047 0.054
H -2.468 6.438 3.850 -0.004 0.016 -0.059
```
Forces are in eV/Å.